The following is a quantum chemistry calculation of 9 unconnected molecules or ions with the total composition C81H171N9O9 in a non-equilibrium geometry, from OMol25.

Atoms and positions in Å:
C 1.01 0.07 8.72
C 1.00 0.69 7.32
C 1.07 -0.44 6.30
C 0.67 -0.02 4.88
C -0.66 0.72 4.92
C -0.69 1.88 5.88
N -0.25 1.42 7.19
O -0.40 2.40 8.19
C 0.13 3.06 5.34
C -2.15 2.34 5.98
C 2.26 1.58 7.28
H 0.05 -0.35 9.03
H 1.24 0.81 9.48
H 1.78 -0.70 8.79
H 2.11 -0.78 6.26
H 0.49 -1.29 6.67
H 0.55 -0.88 4.21
H 1.56 0.49 4.51
H -1.42 -0.04 5.09
H -0.89 1.14 3.93
H -0.26 3.48 4.41
H 0.27 3.83 6.10
H 1.14 2.69 5.10
H -2.82 1.55 6.32
H -2.28 3.21 6.63
H -2.47 2.69 5.00
H 3.09 1.11 7.82
H 2.06 2.56 7.72
H 2.63 1.72 6.26
H -1.30 2.25 8.50
C 1.52 -2.22 -5.46
C 1.81 -1.79 -4.01
C 2.40 -2.98 -3.23
C 3.85 -3.23 -3.56
C 4.69 -2.01 -3.21
C 4.18 -0.75 -3.92
N 2.73 -0.67 -3.85
O 2.24 0.53 -4.40
C 4.84 0.41 -3.19
C 4.75 -0.75 -5.36
C 0.50 -1.47 -3.29
H 0.90 -1.46 -5.94
H 1.01 -3.18 -5.54
H 2.49 -2.31 -5.96
H 2.28 -2.81 -2.16
H 1.84 -3.89 -3.48
H 4.01 -3.44 -4.62
H 4.24 -4.13 -3.08
H 5.72 -2.22 -3.51
H 4.62 -1.89 -2.12
H 4.33 0.63 -2.25
H 5.87 0.26 -2.86
H 4.84 1.37 -3.70
H 5.83 -0.65 -5.38
H 4.49 -1.70 -5.85
H 4.36 0.03 -6.01
H -0.21 -2.29 -3.45
H 0.00 -0.61 -3.75
H 0.67 -1.28 -2.24
H 2.43 0.50 -5.35
C 1.30 1.54 1.38
C 0.99 0.48 0.31
C 0.01 -0.53 0.85
C -1.40 0.00 0.94
C -1.87 0.51 -0.41
C -0.97 1.58 -1.01
N 0.42 1.07 -0.91
O 1.32 2.00 -1.50
C -1.33 1.74 -2.47
C -1.14 2.91 -0.26
C 2.27 -0.24 -0.08
H 1.69 1.06 2.28
H 0.40 2.07 1.68
H 2.00 2.25 0.94
H -0.01 -1.45 0.25
H 0.32 -0.92 1.83
H -1.45 0.73 1.76
H -2.11 -0.75 1.28
H -2.89 0.86 -0.29
H -1.90 -0.39 -1.04
H -0.54 2.25 -3.04
H -1.40 0.79 -3.02
H -2.28 2.25 -2.64
H -1.39 2.77 0.79
H -0.22 3.50 -0.28
H -1.95 3.53 -0.66
H 2.82 -0.60 0.79
H 2.91 0.40 -0.68
H 2.03 -1.11 -0.70
H 1.57 1.55 -2.32
C 5.90 1.45 0.28
C 6.19 2.65 1.18
C 5.08 3.67 1.00
C 5.05 4.77 2.05
C 5.07 4.17 3.47
C 6.16 3.12 3.72
N 6.20 2.22 2.56
O 7.07 1.11 2.77
C 7.51 3.79 3.98
C 5.74 2.27 4.91
C 7.52 3.26 0.70
H 6.69 0.71 0.21
H 5.66 1.79 -0.73
H 5.04 0.85 0.59
H 5.08 4.06 -0.02
H 4.13 3.12 1.11
H 4.12 5.32 1.94
H 5.89 5.46 1.91
H 4.10 3.71 3.62
H 5.26 5.01 4.14
H 8.28 3.07 4.26
H 7.82 4.34 3.10
H 7.44 4.47 4.84
H 5.60 2.95 5.76
H 4.83 1.69 4.71
H 6.49 1.54 5.22
H 8.36 2.69 1.13
H 7.67 4.29 0.99
H 7.70 3.15 -0.38
H 6.39 0.43 2.89
C -0.49 6.85 -3.83
C -0.47 6.88 -5.36
C 0.64 5.99 -5.92
C 0.28 4.50 -5.83
C -0.99 4.20 -6.61
C -2.17 5.07 -6.13
N -1.73 6.45 -5.99
O -2.81 7.29 -5.61
C -3.26 5.03 -7.21
C -2.73 4.52 -4.81
C -0.19 8.31 -5.81
H -1.37 7.36 -3.45
H 0.38 7.36 -3.41
H -0.48 5.83 -3.45
H 0.83 6.26 -6.96
H 1.56 6.07 -5.34
H 0.29 4.14 -4.81
H 1.13 4.01 -6.34
H -1.29 3.17 -6.39
H -0.86 4.36 -7.68
H -2.86 5.52 -8.10
H -3.61 4.02 -7.44
H -4.13 5.58 -6.85
H -1.90 4.46 -4.11
H -3.52 5.14 -4.40
H -3.14 3.51 -4.90
H -0.20 8.42 -6.89
H 0.81 8.57 -5.46
H -0.89 9.02 -5.36
H -2.89 7.90 -6.35
C -2.93 -1.56 -4.92
C -3.33 -0.48 -5.93
C -2.12 -0.02 -6.73
C -1.72 -1.02 -7.81
C -2.91 -1.35 -8.69
C -4.17 -1.85 -7.95
N -4.39 -0.91 -6.85
O -5.53 -1.30 -6.08
C -5.31 -1.78 -8.95
C -3.90 -3.27 -7.44
C -3.88 0.71 -5.20
H -2.01 -2.08 -5.22
H -3.67 -2.34 -4.73
H -2.76 -1.11 -3.94
H -2.37 0.93 -7.21
H -1.24 0.17 -6.10
H -1.33 -1.93 -7.35
H -0.97 -0.60 -8.49
H -2.64 -2.22 -9.31
H -3.13 -0.57 -9.42
H -6.29 -1.89 -8.46
H -5.34 -0.77 -9.36
H -5.18 -2.51 -9.74
H -4.00 -4.00 -8.25
H -2.90 -3.37 -7.03
H -4.62 -3.55 -6.67
H -4.60 0.46 -4.43
H -4.51 1.34 -5.85
H -3.20 1.44 -4.75
H -6.17 -0.63 -6.33
C 4.19 -3.52 1.30
C 3.94 -3.36 2.81
C 3.72 -4.79 3.31
C 3.65 -4.80 4.85
C 5.01 -4.34 5.35
C 5.40 -2.94 4.86
N 5.11 -2.80 3.44
O 5.37 -1.47 3.00
C 4.66 -1.92 5.75
C 6.91 -2.81 5.10
C 2.65 -2.57 2.98
H 5.14 -4.04 1.16
H 4.29 -2.55 0.80
H 3.42 -4.10 0.81
H 2.77 -5.15 2.91
H 4.59 -5.38 3.02
H 3.44 -5.83 5.14
H 2.82 -4.17 5.15
H 5.76 -5.08 5.07
H 4.95 -4.25 6.44
H 4.70 -0.94 5.26
H 3.65 -2.22 5.99
H 5.22 -1.70 6.66
H 7.44 -3.56 4.50
H 7.27 -1.83 4.81
H 7.11 -3.02 6.15
H 2.68 -1.52 2.64
H 2.34 -2.50 4.03
H 1.81 -2.88 2.34
H 6.11 -1.61 2.39
C -3.97 -2.21 4.79
C -3.23 -3.39 4.15
C -2.28 -2.77 3.13
C -1.29 -3.80 2.60
C -0.42 -4.34 3.72
C -1.28 -4.93 4.85
N -2.40 -4.03 5.15
O -3.17 -4.50 6.25
C -1.74 -6.35 4.47
C -0.43 -4.98 6.11
C -4.27 -4.30 3.49
H -3.28 -1.58 5.36
H -4.71 -2.59 5.50
H -4.55 -1.66 4.05
H -2.81 -2.40 2.25
H -1.73 -1.92 3.55
H -0.64 -3.32 1.85
H -1.76 -4.56 1.97
H 0.33 -3.62 4.04
H 0.12 -5.20 3.30
H -2.27 -6.39 3.52
H -0.85 -6.98 4.45
H -2.38 -6.76 5.25
H 0.44 -5.64 6.01
H -0.03 -3.98 6.29
H -0.95 -5.32 7.00
H -3.80 -5.02 2.81
H -4.97 -3.78 2.83
H -4.81 -4.85 4.26
H -3.04 -3.80 6.89
C -4.83 -1.35 0.17
C -5.85 -0.82 -0.85
C -6.34 -1.96 -1.74
C -7.30 -2.89 -1.03
C -8.48 -2.06 -0.53
C -8.07 -0.91 0.40
N -6.99 -0.16 -0.20
O -6.58 0.90 0.63
C -9.30 0.01 0.54
C -7.76 -1.48 1.80
C -5.14 0.19 -1.74
H -5.22 -2.13 0.83
H -4.55 -0.56 0.88
H -3.91 -1.69 -0.30
H -6.97 -1.46 -2.49
H -5.53 -2.47 -2.25
H -6.86 -3.48 -0.22
H -7.63 -3.65 -1.74
H -9.16 -2.70 0.03
H -9.00 -1.66 -1.40
H -9.31 0.90 -0.08
H -10.25 -0.52 0.41
H -9.37 0.38 1.57
H -7.11 -2.35 1.74
H -7.26 -0.71 2.40
H -8.70 -1.74 2.28
H -5.70 0.43 -2.64
H -4.15 -0.14 -2.08
H -4.85 1.10 -1.20
H -6.59 1.67 0.06

Properties
* electronic energy: -118600.4386 eV
* SMILES: CC1(C)CCCC(C)(C)N1O.CC1(C)CCCC(C)(C)N1O.CC1(C)CCCC(C)(C)N1O.CC1(C)CCCC(C)(C)N1O.CC1(C)CCCC(C)(C)N1O.CC1(C)CCCC(C)(C)N1O.CC1(C)CCCC(C)(C)N1O.CC1(C)CCCC(C)(C)N1O.CC1(C)CCCC(C)(C)N1O
* HOMO energy: -8.0 eV
* charge: 0
* HOMO-LUMO gap: 8.40 eV
* multiplicity: 1